1.
The following is a DFT calculation (wB97M-V/def2-TZVPD) of a 7-piece molecular cluster, C13H43O16P3 overall.

The frontier orbital gap is 10.2 eV. Its structure (SMILES) is COP(=O)(OC)OC.COP(=O)(OC)OC.COP(=O)(OC)OC.CO.CO.CO.CO. Its net charge is 0. As for the multiplicity: 1.

CARTESIAN COORDINATES (ANGSTROEM)
H1 -2.11 1.55 2.43
O1 -3.49 -3.21 -3.25
H2 5.01 6.92 -3.17
O2 -3.55 -3.23 4.43
H3 5.26 -0.94 1.67
H4 -5.60 -3.70 -3.09
P1 2.45 5.62 -2.30
O3 2.52 5.55 -3.79
O4 6.30 -2.70 1.46
O5 -3.73 -2.70 -0.73
P2 -2.72 -3.39 -1.83
H5 2.87 -4.85 -0.50
H6 -0.16 5.02 -2.25
H7 3.45 -3.70 0.75
C1 -0.17 -2.77 -2.05
H8 -0.62 6.78 -2.76
H9 2.45 -0.02 2.20
H10 -1.45 0.79 -1.71
H11 5.08 7.85 -1.81
H12 2.66 3.17 0.21
O6 -2.26 -4.82 -1.62
H13 -0.06 2.90 2.39
C2 -1.90 -2.74 1.84
C3 -4.56 -2.35 3.89
O7 -2.10 0.21 1.33
H14 5.00 -4.75 -1.11
H15 1.84 -1.54 2.69
H16 -4.86 -2.74 2.92
O8 -0.19 -0.04 -0.32
H17 -4.68 -0.94 -0.27
H18 1.06 3.61 -0.24
C4 4.35 7.29 -2.40
H19 5.79 -3.07 0.73
H20 -0.04 -3.77 -1.64
O9 0.41 -0.16 2.11
H21 2.17 4.84 0.30
C5 3.40 -3.91 -0.32
H22 0.16 1.50 -1.52
O10 3.81 6.14 -1.66
H23 5.94 -1.76 3.12
C6 -0.10 6.10 -2.09
H24 -0.72 3.54 3.83
H25 1.92 -1.12 0.94
H26 3.48 7.90 -2.66
H27 4.46 -2.32 2.47
C7 2.09 3.94 -0.31
C8 -4.48 -1.54 -1.16
C9 -1.01 3.21 2.83
H28 2.84 -3.15 -0.87
H29 0.44 -2.62 -2.94
H30 -5.42 -2.32 4.55
C10 1.69 -0.76 1.94
H31 -0.68 6.15 -1.16
O11 1.22 6.51 -1.68
O12 4.70 -3.86 -0.90
O13 -1.52 -2.33 -2.03
O14 -2.03 2.25 3.07
H32 -4.00 -4.02 4.76
H33 -2.93 -2.72 1.46
H34 -4.14 -1.35 3.75
C11 -0.72 1.15 -0.98
H35 -4.81 -4.01 -4.60
H36 -5.42 -1.89 -1.58
H37 -4.52 -4.99 -3.24
H38 0.40 -2.24 -1.28
H39 -1.11 1.94 -0.33
C12 5.42 -1.90 2.18
H40 -1.64 -2.44 2.85
H41 -1.69 -3.81 1.88
O15 2.22 4.10 -1.64
P3 -0.81 -0.42 1.07
H42 -1.29 4.08 2.24
C13 -4.64 -3.95 -3.53
O16 -0.94 -2.04 1.06
H43 -4.01 -1.02 -2.00

***

2.
The following is a DFT calculation (wB97M-V/def2-TZVPD) of a 2-piece molecular cluster, C5H13NO overall.

The frontier orbital gap (alpha / beta) is 8.2 / 8.1 eV. As for the expectation value of S²: 0.76. Its net charge is +1. As for the multiplicity: 2.

CARTESIAN COORDINATES (ANGSTROEM)
C1 0.58 -2.39 1.34
H1 2.42 1.63 0.74
H2 -1.35 -1.88 0.73
C2 -1.11 0.98 0.35
H3 1.19 -0.51 -0.98
C3 -0.59 -1.41 1.31
H4 0.28 -3.16 1.94
H5 0.83 -2.82 0.41
H6 -1.66 0.84 -0.59
H7 -2.86 2.26 -3.81
C4 2.14 1.15 -0.18
H8 1.72 1.92 -0.93
H9 -0.96 -1.18 2.30
C5 -0.12 -0.06 0.64
O1 -2.66 1.86 -2.99
H10 -1.64 1.51 1.06
N1 1.21 -0.02 -0.03
H11 3.18 0.61 -0.48
H12 -1.99 2.56 -2.58
H13 1.39 -1.88 1.75

***

Largest force on an atom for every record listed, in sequence, given in eV/Å: 5.2 4.5.
Relative energy (zero: lowest compared OMol25 entry of this formula, charge and spin) for every record listed, in sequence, given in kcal/mol: 64.9 93.9.